[1]
Below is the molecule C6H7OP in a non-equilibrium geometry, with properties calculated with ωB97M-V/def2-TZVPD.

Each line ends with the Löwdin charge.
Geometry (Å):
P1 -2.148 -1.971 0.640  0.854
C1 -0.734 -0.797 0.358  -0.524
C2 -0.425 0.311 1.048  -0.109
C3 0.689 1.220 0.881  -0.086
C4 1.245 1.509 -0.316  -0.038
C5 1.107 0.674 -1.552  -0.047
C6 0.561 -0.534 -1.680  -0.111
O1 -0.019 -1.337 -0.736  -0.108
H1 -2.799 -1.142 1.527  -0.135
H2 -1.432 -2.759 1.651  -0.077
H3 -1.023 0.682 1.916  0.118
H4 0.855 1.719 1.732  0.056
H5 1.958 2.218 -0.466  0.063
H6 1.532 1.075 -2.345  0.046
H7 0.633 -0.868 -2.658  0.098

Computed properties:
* HOMO level: -7.82 eV
* SMILES: PC1=CC=CC=CO1
* gap between HOMO and LUMO: 8.011 eV
* net charge: 0
* electronic energy: -17668.125 eV
* LUMO energy: 0.2 eV
* multiplicity: 1
* energy relative to the best compared isomer or geometry (same formula, charge and spin): 2.877 eV

=====

[2]
Below is a cluster of 2 separate species, C6H7OS in total in a non-equilibrium geometry, with properties calculated with ωB97M-V/def2-TZVPD.

Each line ends with the Löwdin charge.
Geometry (Å):
C1 -1.154 -0.059 -1.194  -0.111
C2 -0.830 -1.229 -0.685  -0.146
C3 3.043 -0.289 -0.198  -0.997
C4 -0.623 1.040 -0.266  -0.265
C5 -0.102 0.282 0.817  -0.185
C6 -0.177 -1.037 0.571  -0.126
O1 3.902 -0.722 0.568  -0.200
S1 2.815 1.342 -0.568  0.351
H1 -1.594 0.223 -2.141  0.087
H2 -1.010 -2.208 -1.032  0.079
H3 0.036 1.814 -0.837  0.103
H4 -1.510 1.805 -0.180  0.141
H5 2.462 -1.028 -0.763  0.024
H6 0.453 0.805 1.683  0.131
H7 0.012 -1.915 1.232  0.114

Computed properties:
* HOMO level: -3.12 eV
* gap between HOMO and LUMO: 6.848 eV
* net charge: -1
* electronic energy: -19217.605 eV
* LUMO energy: 3.7 eV
* multiplicity: 1
* energy relative to the best compared isomer or geometry (same formula, charge and spin): 0.000 eV

=====

[3]
Below is a cluster of 2 separate species, C6H7P in total in a non-equilibrium geometry, with properties calculated with ωB97M-V/def2-TZVPD.

Each line ends with the Löwdin charge.
Geometry (Å):
C1 3.548 0.966 0.183  -0.426
C2 2.568 0.076 0.176  -0.423
C3 -1.188 -1.911 0.199  0.039
C4 0.103 -1.460 0.227  -0.221
C5 0.473 -0.177 0.506  -0.091
C6 -0.152 1.139 0.423  -0.110
P1 4.179 -0.716 0.186  0.745
H1 3.844 1.989 0.180  0.035
H2 -1.405 -2.956 0.074  0.050
H3 -2.025 -1.247 0.329  0.052
H4 0.897 -2.187 0.118  0.097
H5 0.354 1.875 1.049  0.080
H6 -1.183 1.050 0.769  0.077
H7 -0.173 1.515 -0.606  0.095

Computed properties:
* HOMO level (alpha / beta): -8.07 / -6.49 eV
* gap between HOMO and LUMO (alpha / beta): 8.558 / 5.799 eV
* net charge: 0
* electronic energy: -15617.175 eV
* LUMO energy (alpha / beta): 0.5 / -0.7 eV
* multiplicity: 1
* energy relative to the best compared isomer or geometry (same formula, charge and spin): 6.541 eV

=====

[4]
Below is the molecule C6H7PS in a non-equilibrium geometry, with properties calculated with ωB97M-V/def2-TZVPD.

Each line ends with the Löwdin charge.
Geometry (Å):
C1 2.587 -1.021 -0.103  -0.492
S1 2.263 0.750 -0.012  0.798
C2 0.490 0.495 0.178  -0.598
C3 -0.346 1.572 0.218  -0.223
C4 -1.764 1.488 0.213  -0.120
C5 -2.474 0.338 0.187  -0.194
C6 -1.997 -0.998 0.306  -0.433
P1 -0.364 -1.459 0.075  0.998
H1 3.622 -1.115 -0.352  0.023
H2 1.925 -1.405 -0.831  -0.057
H3 2.156 -1.515 0.824  0.026
H4 0.056 2.559 0.381  0.093
H5 -2.229 2.394 0.390  0.082
H6 -3.507 0.491 0.350  0.082
H7 -2.656 -1.716 0.685  0.017

Computed properties:
* HOMO level: -8.06 eV
* SMILES: CSc1ccccp1
* gap between HOMO and LUMO: 7.882 eV
* net charge: 0
* electronic energy: -26457.080 eV
* LUMO energy: -0.2 eV
* multiplicity: 1
* energy relative to the best compared isomer or geometry (same formula, charge and spin): 1.822 eV